1.
Entry from the OMol25 dataset: an isolated ion of composition C11H8N3S and charge +1 in a non-equilibrium geometry (wB97M-V/def2-TZVPD).

Cartesian coordinates (Å):
C 0.5664 0.1424 -3.1318
C 1.9640 -0.3298 -3.2373
C -0.2247 0.4034 -2.0549
C 2.5238 -0.8329 -2.0892
C -2.3611 0.4928 2.2307
C -2.3615 1.0743 0.9792
C -0.9857 0.2726 2.5609
C 0.3886 -0.0458 -0.9602
C 1.6926 -0.6932 -0.9772
C -0.2969 0.2915 0.1923
C 0.9571 -0.8219 1.8080
N -1.3520 1.0402 0.1487
N -0.4767 0.3754 3.7604
N -0.0504 -0.0990 1.4421
S 1.9875 -1.4546 0.6684
H 0.0767 0.1758 -4.0492
H 2.4730 -0.1676 -4.1602
H -1.2004 0.9489 -1.9863
H 3.5009 -1.1579 -2.0903
H -3.0853 0.1947 3.0323
H -3.4087 1.1294 0.5749
H -1.3132 0.5708 4.4647
H 0.9862 -1.5097 2.8740

The value obtained for the orbital gap (alpha / beta) is 6.75 / 6.74 eV. As for the total charge: +1.

2.
Entry from the OMol25 dataset: a 2-piece molecular cluster, C5H11NO overall in a non-equilibrium geometry (wB97M-V/def2-TZVPD).

Cartesian coordinates (Å):
C -1.4766 -1.1628 -0.6111
N -0.3446 -1.1752 0.3533
C 1.0511 -1.3894 0.2216
C 1.4989 -1.9016 -0.8878
C 1.6850 -0.2806 2.3706
C 1.9810 -0.5071 1.0739
H -2.2426 -0.5759 -0.1502
H -1.1942 -0.7641 -1.6018
H -1.9754 -2.1489 -0.6084
H -0.5436 -0.3324 0.9754
H 1.0203 -2.7073 -1.4532
H 2.3548 -1.3876 -1.3984
H 0.9074 -0.8476 2.7562
H 2.4112 0.1093 3.0919
H 3.0365 -0.3874 0.7971
H -2.3397 5.5951 -1.9050
H -3.8345 4.8438 -2.0391
O -2.9530 4.7848 -1.7426

The value obtained for the orbital gap is 8.51 eV. As for the structure (SMILES): C=CC(=C)NC.O. As for the total charge: 0. For the energy relative to the best compared isomer or geometry (same formula, charge and spin), the calculation gives 95.8 kcal per mole.

3.
Entry from the OMol25 dataset: a 12-piece molecular cluster, C44H112O28S4 overall in a non-equilibrium geometry (wB97M-V/def2-TZVPD).

Cartesian coordinates (Å):
C 12.5010 15.4660 20.5226
O 11.1269 15.5375 20.5827
C 10.7009 15.5939 21.9407
C 9.2595 16.0558 22.1004
O 9.0639 16.7001 23.3919
C 7.8196 17.3563 23.4156
H 12.8427 15.3885 19.4898
H 12.9153 14.6080 21.0547
H 12.9236 16.3149 21.0105
H 11.2244 16.3281 22.4892
H 10.7805 14.6249 22.4049
H 8.6008 15.1849 22.0214
H 9.1495 16.7067 21.2487
H 7.9063 18.1770 24.0563
H 6.9510 16.7816 23.5874
H 7.6709 17.8641 22.4669
C 9.9699 23.1103 25.2561
O 10.3366 23.2937 23.9058
C 11.0473 24.5648 23.8143
C 11.8738 24.5378 22.5257
O 11.9770 25.8148 21.9008
C 12.6233 25.5610 20.6409
H 10.8847 22.8234 25.8061
H 9.3043 22.2854 25.2449
H 9.3869 23.8946 25.6800
H 11.7158 24.6974 24.6584
H 10.3660 25.4421 23.7697
H 11.4105 23.8467 21.7905
H 12.9151 24.1212 22.7844
H 12.4292 26.4861 20.0918
H 12.1995 24.6932 20.1234
H 13.6945 25.4164 20.7533
C 11.1663 15.6911 11.7202
O 11.7081 16.7613 12.4510
C 10.9121 18.0139 12.4295
C 9.8269 18.0459 13.4628
O 8.7688 17.1524 13.2210
C 7.7009 17.2948 14.1812
H 10.3934 15.2356 12.3215
H 11.9429 14.8984 11.5187
H 10.6160 15.9705 10.8231
H 10.4528 18.0968 11.4017
H 11.6029 18.8346 12.6028
H 9.3831 19.0234 13.7256
H 10.2925 17.6465 14.3398
H 8.0704 17.2664 15.1472
H 7.0310 16.4821 13.9642
H 7.1807 18.2056 13.9288
C 18.2048 12.0770 14.0198
O 18.1513 13.0169 15.0265
C 17.9017 12.4975 16.3422
C 17.8688 13.6820 17.3220
O 19.1014 14.4033 17.2300
C 19.5351 14.8769 18.5421
H 18.9897 11.3251 14.0638
H 18.2553 12.6161 13.0267
H 17.2442 11.4548 14.0376
H 18.6817 11.8054 16.6435
H 16.9598 11.9356 16.2993
H 17.5474 13.3809 18.3284
H 17.0412 14.3532 17.0366
H 20.3309 15.5931 18.3033
H 19.8897 14.0136 19.1160
H 18.7446 15.4855 19.0885
C 15.7310 24.4281 18.4418
O 14.7679 24.0237 17.4593
C 14.8536 22.7612 16.9569
C 15.8650 22.6800 15.8206
O 17.1863 22.6568 16.3620
C 18.2489 22.5153 15.4600
H 16.6938 24.4582 17.9078
H 15.8004 23.7612 19.2952
H 15.3837 25.4083 18.8294
H 13.9535 22.3822 16.4798
H 15.1130 22.0891 17.7849
H 15.6782 23.5261 15.1615
H 15.6878 21.7202 15.2457
H 18.4349 23.4433 14.8598
H 17.9266 21.7608 14.7672
H 19.0886 22.1615 16.0429
C 8.3963 20.4217 16.3796
O 8.7316 19.3835 17.2959
C 7.6315 18.8796 18.0398
C 7.8940 17.4435 18.4860
O 8.0236 16.5329 17.4205
C 8.5429 15.3161 17.9423
H 9.2804 20.8451 15.8301
H 7.8754 21.2897 16.8663
H 7.7561 20.0111 15.5893
H 6.8430 18.8420 17.3336
H 7.5039 19.4589 18.9658
H 7.1195 17.2196 19.2811
H 8.8378 17.4874 19.0192
H 7.7700 14.8651 18.5694
H 9.5230 15.4538 18.4850
H 8.7713 14.6600 17.1088
C 15.8090 19.5392 19.7634
O 15.8424 18.9105 20.9846
C 15.8340 17.5140 20.8289
C 15.9828 16.8277 22.1740
O 14.8772 17.1121 23.0102
C 15.0606 16.4946 24.2763
H 14.7592 19.3555 19.2835
H 16.5399 19.1134 19.0529
H 16.0058 20.6169 19.9476
H 16.6981 17.1705 20.3209
H 14.9342 17.1939 20.3481
H 16.8772 17.2283 22.6217
H 16.1359 15.7308 21.8938
H 14.3174 16.7667 25.0818
H 16.0737 16.7758 24.6521
H 15.1792 15.3910 24.1455
C 8.2753 20.4979 9.7124
O 9.2054 20.5782 10.7341
C 9.9965 21.7913 10.7195
C 11.2145 21.6067 11.6028
O 11.3021 22.6286 12.5968
C 12.5649 22.5222 13.2462
H 8.8011 20.3804 8.7721
H 7.6533 21.3755 9.7513
H 7.6187 19.6096 9.7889
H 9.3648 22.6309 11.1142
H 10.3235 22.0565 9.7191
H 12.2180 21.4956 10.9750
H 11.1038 20.6580 12.0701
H 12.4663 21.6858 13.9162
H 12.8257 23.4545 13.8211
H 13.4077 22.3347 12.5524
O 10.2693 20.1237 23.0358
S 10.9619 20.4324 21.8307
O 10.9505 19.3921 20.7671
O 10.3423 21.7862 21.3033
C 8.9203 22.0568 21.5657
C 7.9363 21.2397 20.7036
C 12.5835 21.0211 22.1529
H 8.8225 23.0903 21.3284
H 8.8220 21.8046 22.6334
H 8.1831 20.2010 20.8186
H 8.1176 21.4964 19.6582
H 6.9278 21.5374 20.7930
H 12.9046 21.5776 21.3060
H 13.2550 20.1469 22.2739
H 12.3868 21.6408 23.0768
O 18.7664 18.2993 19.7636
S 19.6043 18.7690 18.7066
O 20.5900 17.8851 18.1406
O 18.6642 19.3129 17.5757
C 18.5842 18.6634 16.2508
C 17.8356 17.3331 16.4747
C 20.3368 20.3329 19.2898
H 19.6406 18.5393 15.8880
H 18.0338 19.3311 15.5969
H 17.7042 16.7803 15.5634
H 16.9190 17.5582 16.9365
H 18.3829 16.7444 17.2028
H 19.4683 20.9797 19.5639
H 21.0098 20.7937 18.5436
H 20.8385 20.1855 20.2823
O 13.9095 13.2714 15.5221
S 13.6078 14.6347 15.8056
O 13.8455 15.0906 17.1248
O 14.4551 15.6427 14.8688
C 14.5291 15.2828 13.4418
C 14.9206 16.5604 12.7201
C 11.8713 14.9650 15.3991
H 13.5567 15.0288 13.1536
H 15.1591 14.4019 13.3008
H 15.9422 16.6377 12.9072
H 14.4876 17.4926 13.1991
H 14.6689 16.6058 11.6556
H 11.5781 15.2585 16.4450
H 11.2525 14.1177 15.0082
H 11.7887 15.8853 14.8032
O 12.5669 18.9116 15.1755
S 12.8239 19.2501 16.5273
O 14.1478 19.6404 16.9281
O 11.9361 20.5188 16.8058
C 11.8241 20.9973 18.1417
C 11.4139 22.5238 18.0788
C 12.2353 18.0037 17.5694
H 12.8043 20.9065 18.6229
H 11.1069 20.4049 18.7680
H 11.9927 22.9575 17.2805
H 11.6408 22.8962 19.0915
H 10.3414 22.6569 17.8257
H 13.0342 17.2513 17.5573
H 11.3006 17.6422 17.2032
H 12.1426 18.2266 18.5899

The value obtained for the orbital gap is 9.76 eV. As for the structure (SMILES): CCOS(C)(=O)=O.CCOS(C)(=O)=O.CCOS(C)(=O)=O.CCOS(C)(=O)=O.COCCOC.COCCOC.COCCOC.COCCOC.COCCOC.COCCOC.COCCOC.COCCOC. As for the total charge: 0.

The records above give, respectively, DFT total energy values of -986.0131, -326.9787, -5442.5975 Ha.